(1)
Molecular formula: C22H36AlBr3CaCl2F2N3O13P
Method: DFT, ωB97M-V with the def2-TZVPD basis set

Last column: Löwdin charge in e.
CARTESIAN COORDINATES (ANGSTROEM)
C: 1.372 -3.224 2.871  -0.0826
C: 0.812 -3.598 1.436  -0.2691
O: 0.175 -2.497 0.708  -0.4195
P: -1.030 -3.225 -0.356  0.6367
O: -1.407 -2.157 -1.292  -0.2950
C: -0.501 -4.737 -1.322  -0.3202
C: -0.218 -4.291 -2.779  -0.2160
C: 1.261 -3.945 -2.850  -0.1311
N: 1.375 -2.909 -1.856  0.1185
C: 1.498 -1.671 -2.009  -0.2997
N: 1.615 -0.879 -3.104  0.1448
C: 2.890 -0.147 -3.145  -0.0899
C: 2.970 0.673 -1.787  -0.0349
C: 1.785 0.336 -0.867  -0.4303
F: 0.562 1.030 -1.263  -0.0403
N: 1.542 -1.047 -0.752  -0.0238
O: -2.258 -3.653 0.622  -0.2604
C: -2.510 -2.613 1.561  -0.6374
C: -3.233 -1.414 0.989  -0.1379
H: 2.011 -4.068 3.186  0.1043
H: 0.553 -3.184 3.609  0.0269
H: 2.014 -2.305 2.930  -0.0128
H: 1.651 -3.961 0.796  0.1094
H: 0.102 -4.436 1.531  0.1350
H: 0.389 -5.280 -0.919  0.0895
H: -1.385 -5.543 -1.321  -0.1426
H: -0.424 -5.153 -3.437  0.1267
H: -0.881 -3.471 -3.094  0.1075
H: 1.810 -4.823 -2.460  0.1340
H: 1.676 -3.763 -3.848  0.1356
H: 1.301 -3.265 -0.918  0.0942
H: 1.321 -1.288 -3.981  0.1671
H: 2.942 0.568 -3.970  0.1340
H: 3.750 -0.835 -3.120  0.1235
H: 2.910 1.761 -1.943  0.1168
H: 3.913 0.487 -1.252  0.1304
H: 2.015 0.702 0.189  -0.0136
H: 0.573 -1.163 -0.407  0.0809
H: -3.221 -3.067 2.357  -0.0067
H: -1.576 -2.252 2.149  -0.0977
H: -2.666 -0.857 0.233  0.0542
H: -3.493 -0.627 1.872  -0.1350
H: -4.196 -1.763 0.586  0.1303
C: 2.149 1.427 2.644  -0.9626
O: 1.308 2.414 2.682  -0.1021
O: 2.856 1.150 1.566  -0.2681
O: 2.296 0.555 3.594  -0.1013
Ca: 2.296 -1.127 1.521  1.4964
C: 2.839 5.109 -2.490  -0.0389
O: 4.005 5.892 -2.727  0.0094
C: 4.795 6.027 -1.661  -0.6344
O: 4.599 5.557 -0.581  0.1356
O: 5.837 6.775 -2.013  0.0087
C: 6.773 7.002 -0.959  -0.0387
H: 2.275 5.067 -3.418  0.0974
H: 3.112 4.093 -2.201  0.0739
H: 2.214 5.569 -1.726  0.1025
H: 7.199 6.061 -0.612  0.0975
H: 6.303 7.536 -0.135  0.0993
H: 7.573 7.619 -1.362  0.0939
Br: -3.310 -5.664 -1.373  -0.0661
Al: 0.226 1.088 0.979  1.0590
C: -4.433 2.050 3.990  0.0173
C: -5.308 3.059 3.943  -0.1964
C: -4.860 4.482 3.840  -0.2964
O: -5.696 5.361 3.782  0.1454
C: -3.427 4.751 3.818  0.1019
C: -2.547 3.743 3.868  -0.2124
C: -2.999 2.316 3.945  -0.3863
O: -2.163 1.435 3.970  -0.3324
O: -1.231 3.967 3.850  0.1311
O: -6.624 2.849 3.985  0.1563
H: -4.746 1.019 4.063  0.1283
H: -3.117 5.784 3.760  0.1468
H: -0.796 3.091 3.891  0.1097
H: -7.029 3.733 3.935  0.1300
Br: -2.118 -2.613 3.893  0.1902
F: -2.314 -0.581 -2.460  -0.7543
Br: -2.697 0.472 2.601  1.1731
C: -4.229 -3.823 -4.669  -1.0197
Cl: -5.382 -5.001 -5.307  0.4775
Cl: -2.788 -3.710 -5.700  0.4589
H: -4.706 -2.850 -4.627  0.0303
H: -3.924 -4.129 -3.676  -0.0640

Cartesian forces, eV/Å:
C -0.28 -0.83 -0.62
C 0.77 0.38 0.75
O -0.16 -2.70 1.06
P -3.53 -0.90 -1.09
O 1.94 -0.58 1.38
C 0.73 -0.29 0.80
C -0.49 -1.26 -0.28
C -0.66 -1.35 -0.32
N 1.51 -1.88 -1.74
C 0.28 1.91 0.21
N 0.26 -1.14 -0.33
C 0.32 1.08 1.95
C -0.83 0.26 -0.31
C 0.84 1.60 -0.35
F 1.33 -0.43 0.22
N -0.07 1.36 -1.37
O 2.76 0.47 -0.94
C -1.52 0.65 -0.17
C 0.12 0.25 -1.24
H -0.09 0.40 -0.20
H 0.15 0.58 -0.34
H -0.98 -1.83 1.54
H -0.19 -0.05 0.35
H 0.26 0.26 0.25
H -0.37 0.36 -0.02
H 0.74 1.59 0.35
H -0.01 0.31 0.25
H 0.29 -0.14 0.15
H -0.03 0.47 -0.15
H -0.17 0.76 0.32
H -0.14 0.13 0.12
H -0.14 -0.13 0.02
H -0.22 -0.56 -0.02
H -0.27 0.17 -0.58
H 0.14 -0.43 -0.10
H -0.33 -0.01 -0.07
H 0.40 0.39 -1.72
H -0.09 -0.20 -0.02
H 1.13 0.41 -2.78
H -1.55 -0.89 -2.72
H -0.36 -0.23 -0.29
H -1.60 -3.27 -2.43
H 0.03 0.77 0.16
C 0.33 -0.89 2.57
O 0.15 -1.62 -1.38
O -0.65 -0.02 -0.95
O -0.83 0.36 -1.52
Ca 0.55 1.90 0.50
C -0.32 -0.07 -0.10
O -0.09 -0.05 -0.20
C 0.15 0.31 -0.53
O -0.14 -0.34 0.62
O 0.10 0.08 -0.10
C 0.29 0.14 0.17
H 0.19 0.14 -0.08
H 0.02 0.07 0.17
H 0.09 -0.10 0.11
H -0.13 0.00 0.08
H -0.04 -0.14 0.04
H -0.13 -0.01 -0.20
Br -1.29 -0.73 -0.48
Al -1.03 1.52 1.55
C 1.49 -0.42 0.42
C -1.23 -0.12 0.04
C 0.42 0.68 -0.09
O -0.22 -0.34 0.05
C -0.36 -0.04 0.01
C 0.42 0.16 0.16
C -4.99 5.05 1.11
O 4.69 0.66 3.75
O -0.31 -0.92 0.00
O 1.02 0.37 -0.02
H -0.19 0.10 0.13
H 0.06 -0.03 -0.02
H 0.59 0.41 -0.07
H -0.23 0.13 -0.02
Br 1.49 0.24 8.15
F -0.35 1.53 -0.70
Br 0.41 -3.41 -3.02
C -0.07 0.15 0.21
Cl -0.04 0.00 0.00
Cl 0.08 0.03 -0.01
H 0.08 0.01 -0.15
H 0.09 -0.19 0.08

Calculated values
Frontier orbital gap: 2.45 eV
Largest force on an atom: 8.3 eV Å⁻¹
2S+1: 1
HOMO energy: -0.2236 Eh
Relative energy (zero: lowest compared OMol25 entry of this formula, charge and spin): 232.93 kJ/mol
LUMO: -0.13371 Eh

(2)
Molecular formula: C22H36AsF6HgN3O4Si
Method: DFT, ωB97M-V with the def2-TZVPD basis set

Last column: Löwdin charge in e.
CARTESIAN COORDINATES (ANGSTROEM)
Hg: 0.306 -0.408 1.424  1.2006
C: -2.185 -0.578 -2.757  -0.0902
C: -1.403 0.724 -2.624  -0.3765
C: -1.724 1.643 -3.808  -0.0826
C: -1.637 1.435 -1.302  -0.2110
C: -0.955 2.621 -1.023  -0.0714
C: -1.135 3.289 0.177  -0.0709
C: -1.996 2.793 1.155  -0.2884
C: -2.128 3.486 2.483  -0.0507
C: -2.671 1.612 0.880  -0.0379
C: -2.499 0.944 -0.329  -0.0407
H: -1.933 -1.068 -3.702  0.0702
H: -3.262 -0.392 -2.752  0.0917
H: -1.957 -1.264 -1.943  0.0437
H: -0.335 0.477 -2.664  0.1375
H: -2.786 1.903 -3.800  0.0823
H: -1.503 1.142 -4.754  0.0680
H: -1.153 2.571 -3.774  0.0588
H: -0.257 3.022 -1.753  0.1032
H: -0.584 4.205 0.371  0.1016
H: -1.267 3.243 3.110  0.0626
H: -3.029 3.162 3.004  0.0753
H: -2.170 4.571 2.359  0.0692
H: -3.332 1.176 1.620  0.1120
H: -3.042 0.022 -0.477  0.0862
O: 2.991 0.428 4.706  -0.0026
C: 2.123 0.257 3.854  -0.6397
O: 1.995 -0.747 3.081  -0.1664
C: 1.056 1.403 3.660  -0.5761
O: 1.088 2.407 4.349  0.0323
O: 0.174 1.238 2.714  -0.2358
C: 3.842 -0.773 0.174  -0.0851
N: 4.124 0.512 0.791  -0.1589
C: 4.894 0.383 2.026  -0.0719
C: 3.134 1.466 0.689  -0.4598
N: 2.032 1.192 0.086  0.1231
N: 3.451 2.703 1.256  -0.1607
C: 2.385 3.680 1.345  -0.0741
C: 4.734 3.287 0.925  -0.0819
H: 4.788 -1.307 0.052  0.0776
H: 3.371 -0.629 -0.794  0.0741
H: 3.175 -1.375 0.800  0.0693
H: 4.467 -0.399 2.659  0.0762
H: 4.862 1.303 2.600  0.0809
H: 5.933 0.136 1.783  0.0793
H: 1.443 2.012 -0.022  0.0128
H: 1.474 3.222 1.721  0.0655
H: 2.178 4.160 0.374  0.0865
H: 2.684 4.452 2.055  0.0911
H: 5.498 2.519 0.854  0.0692
H: 5.022 3.998 1.702  0.0849
H: 4.694 3.826 -0.035  0.0852
C: 0.190 -5.728 -1.224  -0.1992
Si: -0.470 -4.112 -1.917  0.3960
C: 0.453 -3.729 -3.510  -0.1938
C: -2.295 -4.283 -2.270  -0.1806
C: -0.165 -2.778 -0.721  -0.2492
C: -0.034 -1.876 0.082  -0.2661
H: 0.100 -6.537 -1.954  0.0183
H: -0.368 -6.008 -0.329  0.0289
H: 1.241 -5.628 -0.945  0.0232
H: 0.304 -4.519 -4.253  0.0196
H: 1.524 -3.630 -3.321  0.0232
H: 0.100 -2.787 -3.936  0.0142
H: -2.497 -5.183 -2.858  0.0247
H: -2.671 -3.420 -2.823  0.0177
H: -2.862 -4.332 -1.338  0.0198
F: -3.532 -1.532 1.764  -0.2628
As: -5.070 -2.164 1.262  0.7025
F: -6.618 -2.784 0.749  -0.2834
F: -4.301 -3.035 -0.036  -0.2686
F: -4.872 -3.538 2.308  -0.2724
F: -5.279 -0.792 0.202  -0.2728
F: -5.856 -1.288 2.544  -0.2767

Cartesian forces, eV/Å:
Hg 0.06 -0.10 0.10
C 0.00 0.02 0.00
C 0.00 -0.02 0.00
C 0.01 0.00 0.00
C 0.01 0.00 -0.01
C -0.01 0.01 0.00
C -0.01 0.00 0.00
C 0.01 0.00 0.00
C 0.01 0.01 -0.02
C 0.01 0.02 -0.01
C 0.00 0.00 0.02
H 0.00 0.00 0.00
H 0.00 0.00 0.00
H -0.01 0.02 -0.01
H 0.00 0.00 0.00
H 0.00 0.00 0.00
H 0.00 0.00 0.00
H 0.00 0.00 0.00
H 0.00 0.00 0.00
H 0.00 0.00 0.00
H 0.00 -0.01 0.01
H 0.00 0.00 0.00
H 0.00 0.00 0.00
H -0.01 0.00 0.00
H 0.00 0.00 0.01
O 0.04 -0.02 0.01
C -0.04 0.01 0.03
O 0.07 0.05 -0.10
C 0.03 0.05 -0.07
O -0.01 0.02 0.01
O 0.02 0.01 -0.02
C 0.00 -0.01 0.00
N -0.05 -0.03 0.03
C -0.02 0.00 0.00
C 0.08 0.05 -0.02
N -0.08 0.00 0.03
N -0.07 0.00 -0.04
C 0.05 -0.01 0.01
C 0.03 0.01 0.01
H 0.00 0.00 0.00
H 0.00 0.00 0.00
H 0.00 0.00 0.00
H -0.02 -0.02 0.01
H -0.01 -0.02 0.02
H 0.00 0.01 0.01
H 0.02 -0.01 -0.01
H -0.03 -0.05 0.04
H 0.00 -0.01 0.00
H 0.00 0.00 0.00
H -0.01 0.05 -0.02
H 0.01 0.00 0.01
H 0.00 0.00 0.01
C 0.00 0.00 0.01
Si -0.03 -0.04 -0.02
C 0.01 0.01 -0.01
C 0.01 0.00 0.00
C -0.01 0.03 0.00
C 0.05 0.00 0.00
H -0.01 0.00 0.00
H 0.00 0.00 0.00
H 0.00 0.00 0.00
H 0.00 0.00 0.00
H 0.00 0.00 0.00
H 0.00 0.00 0.01
H 0.01 0.00 0.00
H 0.00 -0.02 0.01
H 0.00 -0.01 -0.03
F -0.06 -0.03 -0.02
As -0.04 0.05 0.00
F 0.01 0.00 -0.01
F -0.01 0.02 0.02
F 0.01 0.01 0.00
F -0.01 -0.02 0.00
F 0.01 -0.01 -0.01

Calculated values
Frontier orbital gap: 7.74 eV
Largest force on an atom: 0.1 eV Å⁻¹
2S+1: 1
HOMO energy: -0.1250 Eh
Relative energy (zero: lowest compared OMol25 entry of this formula, charge and spin): 2.02 kJ/mol
Charge: -2
LUMO: 0.15960 Eh

(3)
Molecular formula: C22H36BF16N2O24S5Zr2
Method: DFT, ωB97M-V with the def2-TZVPD basis set

Last column: Löwdin charge in e.
CARTESIAN COORDINATES (ANGSTROEM)
Zr: -1.650 -1.910 -1.251  1.9425
Zr: 1.742 -0.841 -3.309  2.0428
N: 0.466 0.472 -4.279  -0.4559
S: -1.110 0.931 -3.692  0.6480
O: -1.593 -0.022 -2.716  -0.3644
O: -2.075 1.406 -4.666  -0.1650
F: -0.685 2.069 -2.712  -0.0989
S: 0.494 1.591 -5.409  0.5641
O: 0.608 2.961 -5.023  -0.1878
O: -0.204 1.193 -6.645  -0.2219
F: 2.077 1.279 -5.854  -0.2150
N: 3.428 0.331 -2.979  -0.4571
S: 3.646 2.106 -2.780  0.6722
O: 3.996 2.688 -4.079  -0.2009
O: 4.086 2.648 -1.516  -0.1754
F: 2.032 2.266 -2.721  -0.2125
S: 4.949 0.109 -2.628  0.5505
O: 5.128 -0.145 -1.197  -0.2411
O: 6.091 0.556 -3.480  -0.1935
F: 4.874 -1.416 -3.149  -0.2120
B: -0.489 -3.385 -0.043  -0.4188
H: -0.923 -3.890 -0.892  -0.0079
H: 0.032 -2.491 -0.347  -0.0505
H: -1.286 -3.061 0.608  -0.0276
H: 0.191 -4.066 0.446  0.0293
O: -2.904 -2.815 -2.685  -0.3749
C: -2.252 -3.204 -3.870  -0.2479
C: -0.648 -3.325 -3.708  -0.2570
O: -0.066 -2.286 -2.926  -0.5037
H: -2.409 -2.338 -4.514  0.1024
H: -2.766 -4.055 -4.317  0.1248
H: -0.202 -3.555 -4.676  0.1136
H: -0.397 -4.254 -3.196  0.0974
O: -1.500 -0.314 0.240  -0.4038
C: -0.339 0.264 0.784  -0.2708
C: 0.917 0.642 -0.150  -0.2129
O: 1.065 -0.191 -1.294  -0.3774
H: -0.121 -0.516 1.514  0.0955
H: -0.645 1.082 1.437  0.1033
H: 1.769 0.757 0.521  0.1124
H: 0.623 1.605 -0.567  0.0827
C: -2.229 -2.895 3.641  -0.0405
C: -3.394 -2.057 3.069  -0.1185
O: -4.192 -3.075 2.356  0.0242
C: -4.305 -3.046 1.015  -0.2138
O: -3.480 -2.561 0.201  -0.0369
C: -5.626 -3.732 0.328  -0.5494
F: -6.205 -2.840 -0.435  0.2045
F: -5.309 -4.851 -0.341  0.1776
F: -6.502 -4.096 1.242  0.1845
H: -1.706 -3.642 3.044  0.0780
H: -2.714 -3.535 4.378  0.0830
H: -1.460 -2.268 4.092  0.0783
H: -3.095 -1.318 2.326  0.1024
H: -4.106 -1.686 3.806  0.1350
C: -4.682 1.696 1.352  -0.0307
C: -4.161 2.206 -0.024  -0.1579
O: -4.994 1.634 -1.081  0.0377
C: -4.759 0.455 -1.675  -0.2559
O: -3.779 -0.268 -1.352  0.0119
C: -5.538 0.337 -3.018  -0.4753
F: -6.654 1.064 -2.825  0.1575
F: -4.885 0.732 -4.138  0.1748
F: -6.007 -0.934 -3.123  0.1535
H: -3.825 1.759 2.022  0.0734
H: -4.865 0.626 1.256  0.0705
H: -5.486 2.373 1.640  0.0862
H: -3.082 2.086 -0.130  0.1058
H: -4.192 3.296 -0.011  0.1198
C: 2.813 -0.272 5.062  -0.0379
C: 2.783 0.938 4.013  -0.2362
O: 3.673 1.964 4.364  -0.0305
C: 3.254 3.052 5.239  -0.1960
O: 2.086 3.211 5.614  0.1247
C: 4.383 4.119 5.674  -0.5562
F: 4.858 3.868 6.840  0.2208
F: 5.408 4.190 4.783  0.1424
F: 3.886 5.363 5.765  0.1620
H: 3.687 -0.924 5.074  0.0616
H: 2.005 -0.936 4.752  0.0666
H: 2.852 0.190 6.048  0.0787
H: 1.733 1.228 4.050  0.1049
H: 2.993 0.592 3.000  0.0940
C: 4.620 -1.893 1.675  -0.0323
C: 3.399 -2.144 0.790  -0.1551
O: 3.576 -3.352 -0.001  0.1025
C: 3.157 -3.434 -1.233  -0.3214
O: 2.685 -2.563 -1.945  -0.0279
C: 3.180 -4.888 -1.816  -0.4554
F: 3.688 -5.868 -0.991  0.1632
F: 1.933 -5.127 -2.295  0.1667
F: 4.053 -4.765 -2.816  0.1765
H: 5.424 -1.783 0.947  0.0820
H: 4.887 -2.797 2.222  0.0872
H: 4.522 -1.157 2.473  0.0755
H: 3.540 -1.369 0.036  0.0861
H: 2.502 -2.103 1.407  0.1374
C: 0.259 4.583 1.297  -0.1597
C: -1.059 5.317 1.507  -0.1876
O: -0.969 6.529 0.807  -0.1943
S: 0.580 6.999 0.364  0.7573
O: 1.194 7.811 1.460  -0.2564
O: 0.561 7.498 -0.961  -0.2046
O: 1.014 5.392 0.390  -0.2346
H: 0.307 3.752 0.593  0.1108
H: 0.895 4.303 2.136  0.1285
H: -1.120 5.360 2.595  0.1291
H: -1.954 4.786 1.185  0.1206

Cartesian forces, eV/Å:
Zr -2.03 1.64 0.25
Zr -2.84 -1.57 7.32
N -3.64 0.87 1.05
S -3.45 -0.97 2.84
O 0.86 0.02 -1.54
O 2.88 -0.73 1.78
F 0.02 0.11 -1.05
S 3.69 2.18 -9.27
O -1.00 -1.45 0.72
O 1.27 0.68 3.69
F -1.40 -0.45 1.11
N 1.28 4.27 -0.16
S -3.68 4.71 -2.59
O -0.32 -1.85 3.38
O -0.19 -1.94 -1.94
F 1.21 -0.03 0.22
S 7.47 -6.38 0.90
O -0.42 1.63 -2.30
O -4.21 0.35 2.55
F -0.33 -0.41 -0.39
B 0.95 -1.15 1.04
H -1.74 -1.76 -3.66
H 2.48 3.46 -1.26
H -2.92 1.32 2.40
H 2.24 -2.21 1.65
O 2.04 0.54 2.07
C 1.22 1.64 0.24
C -1.56 -2.05 -0.02
O 0.70 1.85 -0.64
H 0.08 -0.07 -0.76
H 0.57 -0.34 0.03
H 0.19 0.96 -0.43
H -0.35 -0.19 0.45
O 0.06 -0.75 -2.88
C -0.01 -2.07 0.35
C -2.59 0.50 -0.21
O 0.86 -1.83 -3.02
H 1.40 -0.05 0.34
H 0.32 0.81 -0.42
H 0.42 -0.29 -0.41
H 0.41 0.40 0.15
C -0.60 0.29 1.00
C 1.18 -1.59 -1.19
O -1.62 0.19 -2.90
C 1.62 0.38 -1.17
O -1.90 -0.82 2.09
C 1.07 -0.57 1.69
F 0.21 0.39 -0.83
F 0.36 0.92 -0.19
F -0.26 -0.01 0.80
H -0.33 0.58 -0.98
H 0.30 0.19 0.54
H -0.19 0.02 0.26
H 0.05 0.18 0.19
H 0.45 0.11 0.06
C 1.42 0.45 -1.35
C 0.13 -0.55 1.39
O -0.04 -0.22 -0.85
C 5.36 0.42 1.11
O -3.51 1.44 -0.93
C -2.20 -0.77 0.86
F 0.49 0.38 -0.89
F -0.59 -0.64 1.70
F 1.22 0.63 -0.53
H -0.20 0.28 0.36
H -0.65 0.17 0.17
H -0.20 -0.76 0.35
H -0.09 -1.23 -0.55
H -1.06 -0.01 -0.75
C 0.95 1.05 -1.37
C -0.95 -1.97 1.62
O 0.53 3.36 2.00
C -3.14 -1.17 -0.67
O 3.95 -0.68 -1.20
C 0.04 0.80 -2.19
F 0.68 -1.31 1.70
F -0.85 -0.56 0.38
F -0.68 -0.62 -0.62
H 0.43 0.32 -0.56
H -0.46 0.21 0.83
H -1.00 -0.33 0.12
H 0.07 0.63 -0.12
H 0.37 0.27 0.02
C 0.44 -2.11 -0.43
C 1.38 2.09 -0.01
O -0.61 -0.85 -0.38
C -0.61 -0.72 1.67
O 0.07 0.85 -0.64
C 1.07 0.06 0.61
F -1.76 1.69 -1.23
F 1.44 -0.51 0.68
F -0.24 -0.53 -0.67
H 0.40 0.76 0.60
H -0.15 -0.27 0.07
H -0.15 0.47 -0.71
H -1.23 0.42 0.22
H -0.42 -0.56 -0.81
C 1.43 -0.70 -2.32
C 0.37 -0.89 0.99
O 0.60 1.49 -0.29
S -0.09 -0.36 3.98
O -1.71 -2.76 -3.09
O 0.01 -0.49 0.32
O 1.29 3.05 -0.46
H -1.21 -0.95 0.73
H -0.47 0.50 0.46
H -0.41 1.06 0.09
H 0.20 0.00 -0.38

Calculated values
Frontier orbital gap: 6.21 eV
Largest force on an atom: 10.2 eV Å⁻¹
2S+1: 1
HOMO energy: -0.4509 Eh
Relative energy (zero: lowest compared OMol25 entry of this formula, charge and spin): 55.24 kJ/mol
Charge: +1
LUMO: -0.22279 Eh